The following is a DFT calculation (the ωB97M-V functional and the def2-TZVPD basis) of C5H8N2S in the gas phase in a non-equilibrium geometry.

CARTESIAN COORDINATES (ANGSTROEM)
S (0.71703, 0.53775, -1.77429)
N (1.79590, -1.84476, -0.93034)
N (0.20942, -0.80280, 0.44808)
C (0.90490, -0.93800, -0.65412)
C (-0.49545, 0.44260, 0.75982)
C (-2.06003, -0.29176, 2.58765)
C (-1.50421, 0.75600, 1.63977)
C (-0.06861, 1.51229, -0.48818)
H (0.40423, -1.41721, 1.16035)
H (2.23269, -1.53273, -1.81265)
H (-1.08016, 1.59036, -0.85514)
H (-1.68448, 1.92706, 1.86101)
H (-1.73912, -1.31345, 2.40554)
H (0.59158, 2.37488, -0.33996)
H (-1.74489, -0.22865, 3.86415)
H (-3.14918, -0.35806, 2.41154)

Forces on the atoms, in the same order (eV/Å):
S 0.1231 -1.5259 1.0303
N -1.5108 1.2832 0.0643
N -3.2920 3.0234 1.3464
C 3.4236 0.3507 -3.6090
C 0.8041 1.4438 -2.0085
C 0.2096 0.0074 2.9329
C 2.4551 0.7464 0.3837
C -1.1254 -2.2796 1.3698
H 0.3770 -1.6900 1.9094
H -0.1354 -0.6101 0.5710
H -0.0542 1.5869 -0.1161
H 0.1112 -3.0486 -0.9089
H 0.4398 0.0316 -0.5687
H -0.8963 -0.0712 0.6672
H -1.2368 0.4463 -3.8635
H 0.3074 0.3056 0.7998

- charge = 0
- SMILES = [H]/N=C1/N/C(=C\C)CS1
- E_tot (a.u.) = -702.92548
- HOMO level (eV) = -8.744



The following is a DFT calculation (the ωB97M-V functional and the def2-TZVPD basis) of a molecular structure, C11H14BCaN7 in a non-equilibrium geometry.

CARTESIAN COORDINATES (ANGSTROEM)
Ca (0.12970, -0.17054, 1.80389)
N (1.36448, -1.05793, -0.05094)
N (1.22064, -0.74885, -1.39723)
N (-1.19224, -0.03430, -1.38640)
N (0.60992, 1.73205, 0.27679)
N (0.60503, 1.66331, -1.11264)
N (0.34470, 0.63494, 5.05359)
N (-1.46672, -0.19036, -0.03529)
C (2.02878, -1.52414, -2.13664)
C (0.92198, 3.00826, 0.58883)
C (0.91761, 2.86092, -1.64006)
C (-2.30968, -0.23106, -2.11314)
C (-0.67569, -2.21310, 2.66804)
C (-0.60930, 0.93431, 4.45311)
C (-2.77609, -0.50475, 0.05690)
C (-3.34859, -0.53353, -1.22853)
C (1.12725, 3.75083, -0.58866)
C (2.27091, -2.06017, 0.01545)
C (2.71801, -2.37546, -1.28259)
B (0.23879, 0.35324, -1.86234)
H (2.57003, -2.51027, 0.94852)
H (-1.68924, -2.37077, 2.26422)
H (-0.68963, -2.23743, 3.76894)
H (-3.25506, -0.69493, 1.01541)
H (-1.50979, 1.28313, 3.91770)
H (-4.36686, -0.74790, -1.48431)
H (-2.27187, -0.13525, -3.18752)
H (1.39441, 4.78472, -0.67524)
H (3.43732, -3.11420, -1.55596)
H (0.98757, 3.36210, 1.61241)
H (0.27071, 0.50122, -3.04625)
H (0.00483, -2.98328, 2.26570)
H (2.04486, -1.41080, -3.21233)
H (0.95325, 2.97999, -2.71339)

Forces on the atoms, in the same order (eV/Å):
Ca 0.3033 0.0721 -1.0250
N 0.7417 -0.7717 -1.0489
N 0.3532 -0.3570 1.2888
N -0.5731 -0.1277 1.1448
N 0.2474 1.1160 -0.8511
N 0.2001 0.4295 1.3004
N -1.9130 0.6220 -1.4658
N -0.8821 -0.2263 -0.9756
C -0.0355 -0.1003 0.6091
C -0.1003 -0.5969 -1.4216
C -0.1044 -0.1682 1.0079
C -0.0359 -0.0986 1.1100
C -0.0693 0.2790 0.2603
C 0.9011 -0.0192 0.8584
C 0.8222 0.3407 -1.0961
C 0.3985 0.1056 -0.1732
C -0.0460 -0.1916 -0.1473
C -0.6220 0.9713 -1.4544
C -0.2413 0.2460 0.1802
B -0.2542 -0.1546 1.1170
H -0.1416 0.0987 0.0814
H 0.2292 -0.2527 0.2263
H -0.1066 -0.4204 -0.2249
H 0.2913 0.0280 -0.2677
H 0.8443 -0.4406 0.6864
H -0.1679 -0.0405 -0.0423
H -0.1087 -0.0600 0.0792
H 0.0346 0.1894 0.0239
H 0.2310 -0.2573 -0.1023
H -0.0093 -0.2418 -0.1385
H 0.0401 0.0222 -0.0870
H -0.3147 0.0089 0.2363
H 0.0509 -0.0875 0.1629
H 0.0370 0.0837 0.1483

- charge = 0
- E_tot (a.u.) = -1513.37445
- HOMO level (eV) = -6.943



The following is a DFT calculation (the ωB97M-V functional and the def2-TZVPD basis) of 6 unconnected molecules or ions with the total composition C12H39N3O6 in a non-equilibrium geometry.

CARTESIAN COORDINATES (ANGSTROEM)
O (-2.02008, 0.88451, -5.08671)
O (1.04353, -3.11341, -1.21851)
O (-2.93990, -0.10785, -0.20959)
O (-0.12597, -0.57320, -0.30003)
O (1.46637, -1.43922, 4.15162)
O (1.90419, 1.16431, -0.47442)
N (-0.79756, -2.84264, 6.79682)
N (0.73372, -0.78696, -3.37095)
N (0.42809, 4.29529, -1.61269)
C (-0.25154, -1.82181, 5.89360)
C (-1.04124, 0.69876, -4.09331)
C (0.02033, -0.54887, 6.68300)
C (0.58737, -1.30211, 3.04737)
C (1.61050, 2.25176, -1.32248)
C (-0.70064, 2.51190, -0.37917)
C (3.12524, 0.53581, -0.80242)
C (0.61340, 3.17900, -0.67435)
C (0.99896, -2.29542, 5.15031)
C (-0.49802, -0.71081, -4.20305)
C (-2.37541, 2.24386, -5.23570)
C (-1.55500, -1.67920, -3.69445)
H (3.15636, -0.42732, -0.29478)
H (-0.72034, -3.77712, 6.41063)
H (0.78982, -0.68030, 7.44856)
H (1.11312, -0.76698, 2.26140)
H (-1.48389, 3.23981, -0.15073)
H (1.55600, -3.80617, -1.64626)
H (0.64280, -0.26895, -2.50339)
H (0.76639, -1.74574, -3.03204)
H (-2.46143, -1.61455, -4.29900)
H (-0.21844, -0.90771, -5.23455)
H (-1.04745, -1.56940, 5.18629)
H (-1.76378, -1.49112, -2.64297)
H (3.97945, 1.13539, -0.47419)
H (2.52329, 2.83768, -1.51278)
H (-2.00212, -0.00810, -0.42981)
H (1.24791, 1.94337, -2.31300)
H (1.30051, 4.79244, -1.74248)
H (1.79857, -2.39226, 5.89208)
H (-1.53623, 2.81607, -5.64917)
H (-0.90032, -0.22195, 7.17028)
H (0.63769, 0.04100, -0.31225)
H (-2.98575, -0.97368, 0.20325)
H (0.67823, -3.53154, -0.43104)
H (-1.05707, 1.92933, -1.23296)
H (-1.45602, 0.85973, -3.08680)
H (-0.25478, 4.95484, -1.26483)
H (0.34400, 0.25319, 6.01865)
H (-0.65736, 1.83703, 0.47654)
H (0.81061, -3.31722, 4.77357)
H (0.27493, -2.28650, 2.67433)
H (0.26315, -1.44157, -0.46800)
H (-2.64127, 2.68282, -4.26557)
H (-0.30801, -0.72665, 3.29704)
H (-1.19779, -2.71325, -3.77911)
H (1.10171, 3.54020, 0.24339)
H (-3.23339, 2.30899, -5.89834)
H (-0.26120, -2.84158, 7.65889)
H (-0.22335, 1.42857, -4.21458)
H (3.19908, 0.36549, -1.88116)

Forces on the atoms, in the same order (eV/Å):
O -0.2065 0.1558 -0.0732
O -0.0347 -0.1473 0.2270
O -0.1092 0.1457 -0.1186
O 0.1409 -0.2555 0.1614
O 0.0232 0.2349 -0.3735
O 0.0019 0.0357 0.0786
N 0.3362 0.1145 0.1068
N -0.0340 -0.5212 -0.3413
N -0.0707 -0.2649 -0.1369
C -0.2480 0.2510 0.1817
C 0.4051 0.2567 -0.3025
C -0.2244 0.1701 -0.0791
C 0.0105 -0.0300 0.1270
C 0.3291 0.5820 -0.4986
C -0.6643 -0.1765 0.2000
C 0.2690 -0.2542 -0.1936
C 0.3830 0.6303 0.0593
C -0.2238 -0.4968 0.6148
C 0.1941 0.3983 1.2925
C 0.1621 -0.0514 0.3220
C 0.1258 -0.6124 -0.5992
H -0.0304 0.0189 0.0382
H -0.0493 0.0463 -0.1008
H 0.0149 -0.1384 -0.0396
H 0.0887 -0.0374 0.0124
H 0.1125 0.0636 -0.0027
H 0.0666 0.0370 -0.0539
H -0.4028 0.2028 -0.1382
H 0.3001 0.0953 -0.0965
H -0.0832 0.0990 0.1833
H -0.0790 -0.0488 -0.1434
H 0.0945 -0.1817 -0.1551
H -0.1598 0.1463 0.0269
H -0.0640 0.0676 -0.0011
H 0.0584 -0.1788 0.0859
H 0.0474 -0.1862 0.1433
H -0.0507 -0.2708 0.1607
H -0.0309 0.0786 -0.0066
H 0.0817 0.0576 -0.1006
H -0.0566 0.0253 -0.0279
H 0.0627 -0.0135 0.0485
H -0.1603 0.0368 0.0889
H 0.0001 -0.0146 0.0231
H 0.0038 -0.1297 -0.0291
H 0.1007 0.1304 -0.0348
H -0.1235 -0.0527 -0.0521
H -0.0130 -0.0127 0.0504
H 0.0677 -0.0531 -0.0128
H 0.1717 0.0380 -0.0356
H 0.0008 0.1630 -0.2542
H 0.0165 0.0270 -0.0159
H -0.1103 0.1832 -0.2032
H -0.0383 0.0120 -0.0564
H -0.0071 -0.0271 0.0130
H 0.0095 0.0765 0.0236
H -0.2948 -0.1811 0.1819
H 0.0013 -0.0714 -0.0818
H -0.0467 -0.0663 -0.0030
H -0.0428 -0.0761 -0.1131
H -0.0213 -0.0298 0.0238

- charge = 0
- SMILES = COC[C@H](C)N.COC[C@H](C)N.COC[C@H](C)N.O.O.O
- E_tot (a.u.) = -1096.25657
- HOMO level (eV) = -9.062



Relative energy (zero: lowest compared OMol25 entry of this formula, charge and spin) for every record listed, in sequence, given in eV: 2.8447 0.0000 0.0454.
Kohn-Sham gap for every record listed, in sequence, given in eV: 9.4 7.1 9.1.
E_LUMO for every record listed, in sequence, given in eV: 0.689 0.185 0.070.